No. 1
DFT (the ωB97M-V functional and the def2-TZVPD basis) results for one molecule with the formula C6H12N2 at a distorted geometry.

For the LUMO energy, the calculation gives 1.024 eV. For the HOMO-LUMO gap, the calculation gives 9.9 eV. The HOMO energy comes out at -8.8490 eV. The structure (SMILES) is C=C[C@@H](C)/C=N\CN.

Last column: Löwdin charge in e.
Geometry (Å):
C  0.67  2.20  -0.11  0.0184
C  0.70  1.03  0.53  -0.1712
C  -0.52  0.12  0.65  -0.3730
C  -1.62  0.73  1.51  -0.0700
C  -1.00  -0.20  -0.74  -0.1610
N  -0.37  -0.79  -1.65  0.0345
C  0.96  -1.29  -1.41  -0.3320
N  1.00  -2.26  -0.33  0.0009
H  -0.18  2.49  -0.71  0.0660
H  1.48  2.90  -0.06  0.0537
H  1.53  0.80  1.19  0.1056
H  -0.17  -0.82  1.10  0.1156
H  -1.95  1.68  1.10  0.0757
H  -1.26  0.90  2.52  0.0791
H  -2.48  0.06  1.55  0.0770
H  -1.97  0.22  -1.03  0.1122
H  1.57  -0.39  -1.03  0.1203
H  1.32  -1.70  -2.37  0.1018
H  1.93  -2.65  -0.24  0.0703
H  0.34  -3.02  -0.49  0.0762


No. 2
DFT (the ωB97M-V functional and the def2-TZVPD basis) results for a 2-piece molecular cluster, C5H11NO2 overall at a distorted geometry.

For the LUMO energy, the calculation gives 0.580 eV. For the HOMO-LUMO gap, the calculation gives 9.8 eV. The HOMO energy comes out at -9.2078 eV. The structure (SMILES) is O=CN1CCCC1.O.

Last column: Löwdin charge in e.
Geometry (Å):
O  -1.38  -2.06  -0.40  -0.0043
C  -0.48  -1.27  -0.64  -0.3396
N  -0.50  0.01  -0.17  -0.0639
C  -1.31  0.25  1.10  -0.0970
C  -0.49  1.23  1.96  -0.1896
C  0.89  1.29  1.40  -0.1813
C  0.86  0.64  -0.01  -0.1576
H  0.27  -1.70  -1.30  0.1213
H  -2.21  0.77  0.78  0.1148
H  -1.36  -0.77  1.53  0.1219
H  -0.42  1.07  3.05  0.1129
H  -1.02  2.19  1.94  0.1023
H  1.65  0.83  2.06  0.1139
H  1.22  2.32  1.24  0.1000
H  1.58  -0.13  -0.29  0.0923
H  0.99  1.50  -0.69  0.1065
O  1.67  -0.31  -2.53  -0.0718
H  0.96  0.05  -3.05  0.0545
H  2.56  0.08  -2.59  0.0647


No. 3
DFT (the ωB97M-V functional and the def2-TZVPD basis) results for C21H29FeN4O4S as an isolated structure.

For the LUMO energy (alpha / beta), the calculation gives -4.727 / -8.201 eV. The charge is +2. For the HOMO-LUMO gap (alpha / beta), the calculation gives 9.1 / 5.6 eV. The HOMO energy (alpha / beta) comes out at -13.8428 / -13.7567 eV. As for the multiplicity: 6.

Last column: Mulliken spin population.
Geometry (Å):
Fe  0.55  -0.38  0.04  3.7667
C  -0.59  -1.05  -2.48  -0.0413
C  0.12  0.13  -2.24  0.0881
C  1.52  0.10  -2.24  -0.0366
C  2.20  -1.09  -2.51  0.0262
C  1.48  -2.24  -2.81  -0.0091
C  0.09  -2.23  -2.78  0.0300
H  -1.68  -1.04  -2.48  -0.0072
H  -0.40  1.06  -2.09  -0.0026
H  2.07  1.02  -2.09  0.0000
H  3.28  -1.09  -2.53  0.0012
H  2.01  -3.15  -3.06  -0.0008
H  -0.46  -3.13  -3.00  0.0015
N  2.01  -0.12  1.54  0.0727
C  2.23  1.22  2.16  -0.0196
C  0.91  1.85  2.56  0.0225
C  0.06  2.26  1.37  -0.0112
O  -0.62  3.26  1.39  0.0149
O  0.15  1.46  0.35  0.0614
H  1.67  -0.75  2.27  -0.0057
H  2.90  -0.49  1.25  0.0030
H  2.74  1.85  1.44  -0.0013
H  2.87  1.13  3.03  0.0015
H  1.08  2.74  3.17  -0.0007
H  0.34  1.15  3.18  0.0004
O  1.02  -2.95  2.53  0.0105
C  1.15  -3.08  1.32  -0.0030
O  0.77  -2.28  0.41  0.0318
C  1.87  -4.34  0.81  0.0048
N  2.06  -5.23  2.01  0.0006
C  3.53  -5.55  2.15  0.0001
C  4.09  -5.28  0.77  0.0001
C  3.28  -4.08  0.29  0.0002
H  1.25  -4.85  0.08  -0.0007
H  1.49  -6.07  1.95  0.0000
H  1.70  -4.65  2.80  0.0000
H  3.64  -6.58  2.50  0.0000
H  3.94  -4.88  2.91  -0.0001
H  3.93  -6.14  0.12  0.0000
H  5.16  -5.09  0.80  0.0001
H  3.29  -3.97  -0.80  -0.0007
H  3.68  -3.15  0.71  0.0015
N  -5.46  1.02  -0.61  0.0003
C  -4.42  1.86  -0.70  -0.0661
S  -2.84  1.47  -0.54  0.1458
N  -4.85  3.19  -0.99  0.2412
C  -4.16  4.35  -0.90  0.2320
C  -3.00  4.52  -0.08  0.1454
C  -2.33  5.71  -0.12  -0.0478
C  -2.81  6.77  -0.90  0.2450
C  -3.99  6.63  -1.66  0.0171
C  -4.67  5.45  -1.65  0.0853
H  -5.27  0.06  -0.40  0.0006
H  -6.42  1.33  -0.58  0.0007
H  -5.79  3.28  -1.35  -0.0171
H  -2.67  3.75  0.59  0.0060
H  -1.46  5.84  0.50  0.0041
H  -2.29  7.72  -0.90  0.0061
H  -4.35  7.46  -2.26  0.0047
H  -5.57  5.32  -2.25  -0.0023